Here is one molecule with the formula C2H4N4 from the Open Molecules 2025 dataset. Energies are from the ωB97M-V functional and the def2-TZVPD basis.

The geometry in ORCA input format:
```
! wB97M-V def2-TZVPD RIJCOSX def2/J DEFGRID3
* xyz 0 1
N 0.551 -0.558 -0.627
N 0.003 0.114 0.365
N -1.100 0.673 -0.017
N -0.221 -0.513 -1.712
C -1.201 0.298 -1.312
C 0.785 0.365 1.515
H 0.779 1.429 1.679
H 1.450 -0.987 -0.219
H 0.648 -0.267 2.377
H -2.037 0.701 -1.897
*
```

As for the HOMO energy (spin up / spin down): -7.38 / -7.38 eV. Its total energy is -297.46866 a.u. As for the relative energy (zero: lowest compared OMol25 entry of this formula, charge and spin): 110.22 kcal per mole. The HOMO-LUMO gap (spin up / spin down) comes out at 7.582 / 7.580 eV.


Here is one molecule with the formula C19H27FN4O4S from the Open Molecules 2025 dataset. Energies are from the ωB97M-V functional and the def2-TZVPD basis.

The geometry in ORCA input format:
```
! wB97M-V def2-TZVPD RIJCOSX def2/J DEFGRID3
* xyz 0 1
S 0.246 -3.153 4.287
F -3.362 2.877 -0.749
O -0.794 -3.642 3.436
O 0.885 -3.989 5.259
O -2.696 -0.023 -2.527
O 4.280 -1.723 -0.162
N 2.637 -1.941 3.649
N -0.300 -1.851 5.145
N 2.300 -0.870 -0.861
N -1.906 0.433 -0.455
C 0.020 2.016 -0.171
C 3.319 -1.537 2.553
C 2.568 -1.785 1.424
C -3.220 4.223 -3.437
C -1.499 -0.964 -0.317
C 1.440 -2.471 3.230
C 3.099 -1.512 0.059
C -2.441 2.427 -4.396
C -0.166 -1.270 -0.992
C -2.870 2.215 -1.836
C 0.806 1.075 -1.087
C 3.115 -1.857 5.019
C -3.270 3.650 -4.880
C 1.366 -2.389 1.862
C 2.501 -1.218 -2.262
C -2.490 0.784 -1.632
C -2.779 2.851 -2.986
C 0.972 -0.351 -0.524
C -1.243 1.387 0.433
H -2.279 -1.587 -0.750
H 4.041 -1.289 5.022
H -2.758 1.432 -4.695
H 2.380 -1.347 5.639
H -1.131 -1.441 4.740
H -2.427 4.963 -3.313
H -4.139 4.615 -3.003
H -0.983 0.827 1.332
H 1.798 1.499 -1.253
H -0.248 2.913 -0.732
H 1.823 -2.017 -2.573
H -0.423 -2.100 6.118
H 0.087 -2.315 -0.795
H 0.539 -2.756 1.280
H 2.329 -0.348 -2.897
H -1.441 -1.181 0.752
H 3.527 -1.546 -2.394
H -4.280 3.361 -5.161
H -1.940 2.161 0.742
H -1.376 2.548 -4.608
H -0.298 -1.175 -2.072
H -2.838 4.262 -5.669
H 4.304 -1.107 2.634
H 0.946 -0.281 0.564
H 0.318 1.026 -2.065
H 3.291 -2.853 5.420
H 0.658 2.344 0.655
*
```

As for the HOMO energy: -9.05 eV. Its total energy is -1758.20895 a.u. As for the relative energy (zero: lowest compared OMol25 entry of this formula, charge and spin): 5.87 kcal per mole. The HOMO-LUMO gap comes out at 9.368 eV.


Here is a 3-piece molecular cluster, C5H15NO2 overall from the Open Molecules 2025 dataset. Energies are from the ωB97M-V functional and the def2-TZVPD basis.

The geometry in ORCA input format:
```
! wB97M-V def2-TZVPD RIJCOSX def2/J DEFGRID3
* xyz 0 1
O 1.816 -3.801 -0.533
O -0.948 -5.726 -0.578
N -1.067 0.921 0.257
C 2.387 1.362 1.723
C -2.121 1.756 -0.333
C 1.260 1.299 0.722
C -0.031 1.500 0.963
C -1.615 2.589 -1.479
H -3.041 1.188 -0.452
H 1.613 -3.705 0.405
H -0.318 -5.098 -0.933
H 1.015 -3.614 -1.027
H -0.907 0.100 -0.307
H 1.594 0.724 -0.132
H -0.762 -6.456 -1.185
H -1.207 1.920 -2.237
H 2.751 2.383 1.883
H -0.314 2.039 1.867
H 2.154 0.943 2.702
H 3.299 0.871 1.378
H -0.805 3.234 -1.151
H -2.320 3.183 -2.065
H -2.432 2.389 0.511
*
```

As for the HOMO energy: -8.03 eV. Its total energy is -404.68208 a.u. As for the relative energy (zero: lowest compared OMol25 entry of this formula, charge and spin): 45.80 kcal per mole. The HOMO-LUMO gap comes out at 8.460 eV.


Here is one molecule with the formula C3H6O2S from the Open Molecules 2025 dataset. Energies are from the ωB97M-V functional and the def2-TZVPD basis.

The geometry in ORCA input format:
```
! wB97M-V def2-TZVPD RIJCOSX def2/J DEFGRID3
* xyz 0 1
S 0.197 -0.523 -2.129
O 1.301 -2.084 0.848
O 0.783 0.987 -1.966
C 0.078 0.016 0.616
C -0.801 -0.626 -0.474
C 1.056 -1.015 1.301
H -0.419 0.576 1.412
H 1.538 -0.635 2.238
H -1.015 -1.659 -0.448
H -1.725 -0.103 -0.574
H 0.100 1.664 -1.909
H 0.770 0.778 0.156
*
```

As for the HOMO energy: -8.65 eV. Its total energy is -666.51998 a.u. As for the relative energy (zero: lowest compared OMol25 entry of this formula, charge and spin): 46.47 kcal per mole. The HOMO-LUMO gap comes out at 9.166 eV.


Here is one molecule with the formula C9H7N3 from the Open Molecules 2025 dataset. Energies are from the ωB97M-V functional and the def2-TZVPD basis.

The geometry in ORCA input format:
```
! wB97M-V def2-TZVPD RIJCOSX def2/J DEFGRID3
* xyz 0 1
N -3.886 -0.165 -0.019
N -3.233 0.380 0.906
N -6.033 0.138 -1.106
C -2.015 0.517 1.241
C -0.133 1.597 0.202
C 1.593 0.505 -1.058
C -0.785 0.393 0.445
C 0.988 -0.698 -0.834
C -5.022 0.075 -0.541
C -0.614 -2.089 0.304
C -0.196 -0.825 -0.039
C 1.042 1.671 -0.522
H -0.101 -2.954 -0.073
H 2.507 0.558 -1.626
H -1.491 -2.261 0.905
H 1.528 2.623 -0.667
H 1.403 -1.606 -1.243
H -0.569 2.506 0.587
H -1.899 1.011 2.201
*
```

As for the HOMO energy (spin up / spin down): -7.82 / -9.15 eV. Its total energy is -511.25338 a.u. As for the relative energy (zero: lowest compared OMol25 entry of this formula, charge and spin): 111.91 kcal per mole. The HOMO-LUMO gap (spin up / spin down) comes out at 6.054 / 7.963 eV.


Here is C37H32Br2NOP2W as an isolated structure from the Open Molecules 2025 dataset. Energies are from the ωB97M-V functional and the def2-TZVPD basis.

The geometry in ORCA input format:
```
! wB97M-V def2-TZVPD RIJCOSX def2/J DEFGRID3
* xyz 3 1
W 0.358 0.109 0.842
Br -6.224 -0.402 3.404
Br -1.007 0.036 5.553
P 0.133 2.353 -0.265
P 2.692 0.263 -0.135
O -0.294 0.178 2.521
N -1.797 -0.070 0.461
C -3.746 3.291 -1.107
C 1.151 3.095 3.609
C 0.928 -2.569 -3.283
C 6.069 -1.402 2.442
C 0.270 -1.405 -2.914
C 2.190 -2.849 -2.768
C 3.770 -0.776 2.179
C -3.838 -0.257 1.813
C 0.445 4.253 3.915
C -4.370 -0.278 3.137
C 2.792 -1.988 -1.857
C -1.392 2.796 -1.124
C 4.014 -0.479 0.834
C -2.591 2.956 -0.422
C -3.919 -0.397 -0.585
C 0.673 -1.841 0.863
C 5.292 -0.649 0.295
C 2.141 -0.822 -1.484
C 1.015 2.532 2.355
C 3.453 1.747 -0.941
C -1.617 0.012 2.808
C -0.383 4.841 2.968
C -3.726 3.442 -2.488
C 4.802 -1.233 2.982
C -3.540 -0.201 4.228
C 1.450 3.303 -1.129
C 0.869 -0.528 -2.015
C -0.532 4.271 1.713
C 0.164 3.105 1.398
C -2.543 -0.218 -0.633
C -2.546 3.245 -3.193
C 2.851 3.098 -0.557
C 6.311 -1.126 1.101
C -2.152 -0.060 4.073
C -4.576 -0.408 0.628
C -1.381 2.918 -2.516
C -2.444 -0.103 1.681
H -1.174 4.733 0.973
H 7.298 -1.273 0.685
H 3.496 3.876 -0.966
H -2.029 -0.199 -1.586
H 1.145 4.346 -1.029
H -4.628 3.718 -3.017
H 0.551 4.701 4.894
H 1.448 3.050 -2.191
H -4.669 3.444 -0.562
H 0.464 -3.252 -3.981
H 4.623 -1.454 4.026
H -3.956 -0.244 5.225
H 2.713 -3.746 -3.074
H 1.810 2.653 4.345
H -0.470 2.771 -3.082
H 4.500 1.725 -0.643
H -2.609 2.850 0.657
H 2.770 -0.653 2.584
H -0.686 -1.170 -3.364
H -0.913 5.753 3.207
H 2.858 3.239 0.526
H 0.469 -2.369 1.802
H -5.650 -0.538 0.672
H -2.524 3.357 -4.268
H -4.467 -0.529 -1.506
H 1.026 -2.560 0.126
H 0.414 0.454 -1.877
H 1.649 1.660 2.114
H 6.878 -1.750 3.071
H 3.403 1.610 -2.022
H 5.489 -0.416 -0.745
H 3.754 -2.238 -1.429
*
```

As for the HOMO energy: -16.48 eV. Its total energy is -7455.98872 a.u. As for the relative energy (zero: lowest compared OMol25 entry of this formula, charge and spin): 34.96 kcal per mole. The HOMO-LUMO gap comes out at 5.886 eV.


Repeat the fourth record exactly.
Here is one molecule with the formula C3H6O2S from the Open Molecules 2025 dataset. Energies are from the ωB97M-V functional and the def2-TZVPD basis.

The geometry in ORCA input format:
```
! wB97M-V def2-TZVPD RIJCOSX def2/J DEFGRID3
* xyz 0 1
S 0.197 -0.523 -2.129
O 1.301 -2.084 0.848
O 0.783 0.987 -1.966
C 0.078 0.016 0.616
C -0.801 -0.626 -0.474
C 1.056 -1.015 1.301
H -0.419 0.576 1.412
H 1.538 -0.635 2.238
H -1.015 -1.659 -0.448
H -1.725 -0.103 -0.574
H 0.100 1.664 -1.909
H 0.770 0.778 0.156
*
```

As for the HOMO energy: -8.65 eV. Its total energy is -666.51998 a.u. As for the relative energy (zero: lowest compared OMol25 entry of this formula, charge and spin): 46.47 kcal per mole. The HOMO-LUMO gap comes out at 9.166 eV.


Question: Which value of relative energy (zero: lowest compared OMol25 entry of this formula, charge and spin) does entry 5 give?
Answer: 111.91 kcal per mole


Question: relative energy (zero: lowest compared OMol25 entry of this formula, charge and spin) of number 6 (C37H32Br2NOP2W)?
Answer: 34.96 kcal per mole


Please write out number 3 again, unchanged.
Here is a 3-piece molecular cluster, C5H15NO2 overall from the Open Molecules 2025 dataset. Energies are from the ωB97M-V functional and the def2-TZVPD basis.

The geometry in ORCA input format:
```
! wB97M-V def2-TZVPD RIJCOSX def2/J DEFGRID3
* xyz 0 1
O 1.816 -3.801 -0.533
O -0.948 -5.726 -0.578
N -1.067 0.921 0.257
C 2.387 1.362 1.723
C -2.121 1.756 -0.333
C 1.260 1.299 0.722
C -0.031 1.500 0.963
C -1.615 2.589 -1.479
H -3.041 1.188 -0.452
H 1.613 -3.705 0.405
H -0.318 -5.098 -0.933
H 1.015 -3.614 -1.027
H -0.907 0.100 -0.307
H 1.594 0.724 -0.132
H -0.762 -6.456 -1.185
H -1.207 1.920 -2.237
H 2.751 2.383 1.883
H -0.314 2.039 1.867
H 2.154 0.943 2.702
H 3.299 0.871 1.378
H -0.805 3.234 -1.151
H -2.320 3.183 -2.065
H -2.432 2.389 0.511
*
```

As for the HOMO energy: -8.03 eV. Its total energy is -404.68208 a.u. As for the relative energy (zero: lowest compared OMol25 entry of this formula, charge and spin): 45.80 kcal per mole. The HOMO-LUMO gap comes out at 8.460 eV.